P:
The molecule C3H6N3P, computed with wB97M-V/def2-TZVPD.

Summary:
HOMO	-8.150	eV
frontier orbital gap	8.62	eV

Geometry as ORCA input:
```
! RIJCOSX wB97M-V def2-TZVPD def2/J DEFGRID3
* xyz 0 1
C 2.11948 0.85488 -0.28471
C 0.72754 0.49513 -0.43513
C -2.36671 -0.14270 0.23524
N 3.08088 0.16726 0.19070
N 3.98485 -0.36363 0.59436
N 0.32624 -0.64707 -0.08549
P -1.14089 -1.43144 -0.29896
H 2.33027 1.63370 -1.01424
H 0.02948 1.14379 -0.87806
H -3.27387 -0.61047 0.33050
H -2.67341 0.58400 -0.50861
H -2.12014 0.32137 1.26154
H -1.02372 -2.00483 0.89285
*
```

Atom charges from the Löwdin analysis, given in e for atoms 1 to 6: C -0.1546; C -0.2753; C -0.3592; N -0.1010; N 0.2395; N -0.2838



Q:
A cluster of 2 separate species, C3H6N3P in total, computed with wB97M-V/def2-TZVPD.

Summary:
HOMO	-7.642	eV
frontier orbital gap	8.19	eV

Geometry as ORCA input:
```
! RIJCOSX wB97M-V def2-TZVPD def2/J DEFGRID3
* xyz 0 1
C -1.79834 -1.09496 -0.61633
C 2.51655 0.08693 -0.14053
C -0.14557 0.91221 0.23555
N -1.90527 -1.06335 0.63594
N 2.59367 -1.03900 -0.27638
N 0.62109 2.03384 0.30063
P -0.76174 0.31875 -1.23124
H -2.28439 -1.84555 -1.21263
H 0.70692 2.44710 -0.65533
H -0.39383 0.45531 1.12171
H -2.36715 -1.90821 0.97925
H 2.84694 -1.96003 -0.14945
H 0.37112 2.65697 1.00882
*
```

Atom charges from the Löwdin analysis, given in e for atoms 1 to 6: C -0.5044; C -0.0760; C -0.5874; N -0.0402; N 0.0949; N -0.0355



Which one sits at the top of the stability order? P does.



P:
A cluster of 2 separate species, C3H5N4 in total, computed with wB97M-V/def2-TZVPD.

Summary:
HOMO (alpha / beta)	-13.772 / -13.774	eV
frontier orbital gap (alpha / beta)	6.66 / 6.67	eV

Geometry as ORCA input:
```
! RIJCOSX wB97M-V def2-TZVPD def2/J DEFGRID3
* xyz 1 1
C 0.29968 1.22130 -0.09567
C 0.51097 -0.06006 -0.04686
C 0.98630 -1.37608 0.13745
N -2.88919 -2.81887 -0.04894
N -0.92602 3.24841 0.02755
N -0.81785 2.07377 0.01565
N -1.86713 -2.51899 -0.17851
H 1.31263 1.62352 -0.29641
H 2.01525 -1.58998 -0.32640
H 1.15084 -1.59003 1.35173
H 0.43450 -2.17636 -0.26894
H -0.20998 3.96338 -0.27066
*
```

Atom charges from the Löwdin analysis, given in e for atoms 1 to 6: C -0.0597; C 0.1520; C -0.0473; N 0.0746; N 0.1561; N -0.0230



Q:
A cluster of 2 separate species, C3H5N4 in total, computed with wB97M-V/def2-TZVPD.

Summary:
HOMO	-14.303	eV
frontier orbital gap	9.11	eV

Geometry as ORCA input:
```
! RIJCOSX wB97M-V def2-TZVPD def2/J DEFGRID3
* xyz 1 1
C 2.31245 1.38282 0.01238
C 0.75909 -2.29001 0.27872
C -2.18662 1.28012 0.22430
N -0.96295 -0.75027 0.49363
N 1.35725 0.85109 0.34425
N -0.28929 -1.67822 0.17590
N -1.65531 0.11905 0.16926
H 3.19912 1.87387 -0.34281
H 0.94629 -2.97902 -0.45264
H 1.56444 -1.82178 0.86145
H -2.25510 2.05278 0.99805
H -3.03137 1.44394 -0.39748
*
```

Atom charges from the Löwdin analysis, given in e for atoms 1 to 6: C -0.0071; C 0.0970; C 0.1184; N 0.0840; N 0.0704; N 0.0836



R:
The ion C3H5N4 with charge +1, computed with wB97M-V/def2-TZVPD.

Summary:
HOMO	-15.098	eV
SMILES string	C=Cc1nn[nH][nH+]1
frontier orbital gap	10.16	eV

Geometry as ORCA input:
```
! RIJCOSX wB97M-V def2-TZVPD def2/J DEFGRID3
* xyz 1 1
C -0.87179 2.04444 -0.17623
C -0.87942 0.81345 -0.65832
C -0.26446 -0.36840 -0.00305
N -0.87686 -1.33883 0.72390
N 0.06023 -2.18526 1.06905
N 1.17075 -1.78615 0.59531
N 1.04384 -0.64807 -0.07446
H -0.72842 2.31690 0.87560
H -1.08273 2.87631 -0.85894
H -1.36518 0.65080 -1.63054
H 2.05518 -2.28149 0.70786
H 1.73885 -0.09368 -0.57017
*
```

Atom charges from the Löwdin analysis, given in e for atoms 1 to 6: C 0.0727; C -0.0971; C -0.2285; N 0.1561; N 0.1064; N 0.0555



Which one sits at the top of the stability order? R does.



P:
The molecule C2ClF2N, computed with wB97M-V/def2-TZVPD.

Summary:
HOMO	-12.322	eV
SMILES string	N#CC(F)(F)Cl
frontier orbital gap	11.61	eV

Geometry as ORCA input:
```
! RIJCOSX wB97M-V def2-TZVPD def2/J DEFGRID3
* xyz 0 1
N 1.80372 -1.11168 -0.16761
C 1.00381 -0.21504 -0.14826
C -0.28620 0.28068 0.02546
F -0.15354 0.98966 1.15556
F -0.82373 1.10386 -0.98898
Cl -1.54407 -1.04748 0.12383
*
```

Electronic structure analysis, Löwdin charges in units of e: N 0.2275; C -0.1527; C -0.8561; F 0.0835; F 0.0021; Cl 0.6958



Q:
The molecule C2ClF2N, computed with wB97M-V/def2-TZVPD.

Summary:
HOMO	-12.376	eV
SMILES string	N#CC(F)(F)Cl
frontier orbital gap	12.25	eV

Geometry as ORCA input:
```
! RIJCOSX wB97M-V def2-TZVPD def2/J DEFGRID3
* xyz 0 1
N 1.31148 -0.92294 -1.24933
C 0.62953 -0.32667 -0.56303
C -0.42446 0.29426 0.39328
F -0.18436 -0.16115 1.58848
F -1.76147 0.03219 0.09627
Cl -0.15496 2.20349 0.40497
*
```

Electronic structure analysis, Löwdin charges in units of e: N 0.1854; C -0.1436; C -0.7662; F 0.1022; F 0.0458; Cl 0.5764



Which one sits at the top of the stability order? Q does.



P:
The ion CH7N4 with charge +1, computed with wB97M-V/def2-TZVPD.

Summary:
HOMO (alpha / beta)	-12.063 / -14.655	eV
frontier orbital gap (alpha / beta)	6.07 / 10.71	eV

Geometry as ORCA input:
```
! RIJCOSX wB97M-V def2-TZVPD def2/J DEFGRID3
* xyz 1 1
C 0.07159 0.87538 -0.04874
N 0.99598 -0.18608 0.34593
N -1.37151 0.74402 -0.07411
N 2.24988 -0.26552 0.00290
N -1.83011 -0.65475 0.14278
H 0.21592 1.59650 0.83185
H 0.54099 1.42802 -0.99497
H 2.82646 0.56517 -0.33577
H 2.66520 -1.10610 0.47247
H -2.91156 -0.55596 0.35142
H -1.06646 -0.93640 0.77654
H -1.60984 -1.19465 -0.71869
*
```

Atom charges from the Löwdin analysis, given in e for atoms 1 to 6: C -0.2893; N -0.1018; N 0.0290; N 0.0331; N 0.1342; H 0.1697



Q:
A cluster of 2 separate species, CH7N4 in total, computed with wB97M-V/def2-TZVPD.

Summary:
HOMO	-14.547	eV
frontier orbital gap	10.49	eV

Geometry as ORCA input:
```
! RIJCOSX wB97M-V def2-TZVPD def2/J DEFGRID3
* xyz 1 1
C -0.75083 -1.18895 0.53668
N 1.13670 0.96687 -0.39825
N -0.21523 -2.36471 0.76093
N -1.40912 -0.32721 0.20617
N -0.15817 1.82213 -0.34848
H 0.43403 -2.60392 1.52339
H 0.01783 -2.89387 -0.11649
H 0.43586 0.14575 -0.83975
H 1.87159 1.41119 -0.73705
H -0.12001 2.04798 0.60481
H -0.05347 2.28973 -1.19461
H -1.18918 0.69503 0.00264
*
```

Atom charges from the Löwdin analysis, given in e for atoms 1 to 6: C -0.1858; N 0.0032; N 0.2046; N 0.2990; N -0.0229; H 0.1603



Which one sits at the top of the stability order? Q does.